1.
Entry from OMol25: an isolated ion of composition C4H9N2 and charge +1 (ωB97M-V/def2-TZVPD).

XYZ file:
```
15
Properties=species:S:1:pos:R:3:forces:R:3
C 0.301 -0.764 0.953 -1.72 1.57 0.04
C 0.329 0.424 -0.097 4.58 -2.33 1.08
C -0.231 1.631 0.393 0.31 0.74 4.97
N -0.434 -0.133 -1.108 2.42 -1.52 -1.95
N -1.291 0.037 -1.905 -4.51 2.68 -0.45
C -0.543 -1.122 -2.174 2.33 -1.18 0.00
H -0.850 -0.776 1.087 1.96 -0.70 0.90
H 0.643 -1.671 0.484 0.15 -0.38 0.04
H 0.917 -0.516 1.853 -0.92 -0.21 -0.74
H 1.465 0.487 -0.428 -2.35 -0.07 -0.11
H -1.180 1.318 0.903 0.77 0.83 0.14
H -0.480 2.329 -0.293 -0.58 2.28 -2.45
H 0.563 2.103 1.120 -1.94 -0.84 -1.11
H -0.784 -2.100 -1.812 -0.70 -0.36 -0.32
H 0.127 -0.956 -3.006 0.21 -0.52 -0.05
```
Forces are in eV/Å.

Properties
largest force on an atom = 5.265 eV/Å
structure (SMILES) = CC(C)[N+]1=NC1
charge = +1
orbital gap = 10.7 eV
HOMO energy = -16.6 eV
LUMO level = -5.91 eV
energy = -7262.7611 eV

2.
Entry from OMol25: C35H33NO3P2PtSTe as an isolated structure (ωB97M-V/def2-TZVPD).

XYZ file:
```
77
Properties=species:S:1:pos:R:3:forces:R:3
Pt -1.225 -1.012 -0.058 -0.42 -0.10 -0.10
Te 2.218 2.146 -1.746 0.13 0.08 0.30
C 2.812 3.488 -0.215 0.04 0.00 -0.05
C 4.135 3.884 -0.071 0.00 0.00 -0.01
C 4.463 4.761 0.954 0.00 0.00 -0.01
N 3.582 5.250 1.822 0.01 0.01 0.00
C 2.315 4.866 1.671 -0.01 0.00 0.00
C 1.882 4.002 0.678 -0.03 -0.01 0.01
C 0.889 1.052 -0.625 -0.44 -0.34 -0.41
P 0.968 -0.542 0.106 -0.01 0.37 0.31
C 1.124 -0.411 1.928 0.30 -0.09 -0.20
C 1.307 -1.561 2.696 0.05 -0.04 0.04
C 1.272 -1.480 4.080 0.04 -0.01 -0.05
C 1.068 -0.254 4.701 -0.01 0.03 0.01
C 0.913 0.893 3.938 0.02 0.01 0.01
C 0.941 0.817 2.552 0.01 -0.06 0.04
C 2.433 -1.427 -0.453 0.14 0.10 0.11
C 3.645 -0.880 -0.027 0.02 -0.07 0.01
C 4.844 -1.395 -0.490 -0.01 -0.03 -0.02
C 4.839 -2.457 -1.385 -0.01 0.02 0.02
C 3.636 -2.998 -1.814 -0.02 -0.02 -0.02
C 2.432 -2.485 -1.352 -0.08 0.01 -0.03
P -0.830 1.056 -0.892 0.31 0.08 -0.07
C -1.632 2.515 -0.199 -0.07 -0.02 0.01
C -1.575 3.738 -0.866 0.01 0.00 0.02
C -2.038 4.886 -0.243 -0.01 0.01 0.00
C -2.566 4.816 1.040 0.01 0.00 -0.01
C -2.634 3.598 1.702 0.00 0.00 0.00
C -2.165 2.447 1.085 -0.02 -0.01 -0.02
C -1.316 0.997 -2.640 -0.05 0.03 0.00
C -2.566 1.450 -3.058 0.00 0.00 0.01
C -2.946 1.314 -4.385 0.00 0.00 -0.01
C -2.087 0.722 -5.299 -0.01 0.00 0.01
C -0.847 0.256 -4.884 0.00 0.00 0.02
C -0.465 0.389 -3.558 0.01 0.00 -0.01
H 4.910 3.511 -0.729 0.00 0.00 0.00
H 5.492 5.079 1.087 0.01 0.00 0.00
H 1.604 5.277 2.380 -0.01 0.00 0.01
H 0.834 3.737 0.600 -0.01 0.01 0.04
H 1.482 -2.513 2.206 -0.07 0.00 -0.01
H 1.415 -2.373 4.674 0.00 0.00 0.01
H 1.040 -0.194 5.782 0.00 0.00 0.00
H 0.774 1.853 4.420 0.00 0.00 0.00
H 0.828 1.706 1.945 -0.05 0.05 -0.03
H 3.652 -0.050 0.672 -0.02 -0.02 0.00
H 5.780 -0.967 -0.154 0.01 0.00 0.00
H 5.774 -2.863 -1.747 0.00 0.00 0.00
H 3.632 -3.829 -2.507 0.00 0.00 0.00
H 1.495 -2.921 -1.669 -0.02 0.00 0.00
H -1.157 3.793 -1.865 0.01 0.00 0.00
H -1.985 5.836 -0.758 0.00 0.01 0.00
H -2.928 5.714 1.524 0.00 0.00 0.00
H -3.054 3.543 2.697 0.00 0.00 0.01
H -2.216 1.490 1.591 0.00 0.01 0.00
H -3.243 1.904 -2.346 0.00 0.00 0.01
H -3.917 1.671 -4.704 0.00 0.00 0.00
H -2.384 0.621 -6.335 0.00 0.00 0.00
H -0.175 -0.211 -5.593 0.00 0.00 0.00
H 0.497 0.009 -3.230 0.00 0.01 0.01
O -4.014 -2.735 0.115 -0.02 -0.05 0.08
C -4.192 -1.525 0.055 -0.03 0.04 -0.32
O -3.291 -0.619 0.000 0.01 0.09 -0.04
H -5.217 -1.120 -0.003 0.01 0.02 0.13
O 0.264 -3.803 0.390 -0.02 -0.05 -0.01
S -1.144 -3.334 0.327 0.17 -0.08 0.24
C -1.958 -4.073 1.761 0.00 0.08 -0.02
C -2.161 -5.519 1.321 -0.02 0.01 0.02
C -2.804 -5.417 -0.064 -0.06 0.02 0.00
C -1.972 -4.424 -0.875 0.14 -0.03 0.03
H -2.902 -3.561 1.925 0.03 0.02 0.01
H -1.271 -3.917 2.591 0.01 -0.05 0.01
H -2.796 -6.059 2.023 0.00 0.02 0.01
H -1.196 -6.026 1.271 -0.01 -0.02 0.00
H -3.810 -5.016 0.042 -0.01 -0.06 -0.04
H -2.863 -6.380 -0.571 0.07 -0.01 0.01
H -2.541 -3.843 -1.593 -0.02 0.05 0.03
H -1.108 -4.894 -1.348 -0.04 0.01 -0.07
```
Forces are in eV/Å.

Properties
largest force on an atom = 0.694 eV/Å
orbital gap = 7.9 eV
HOMO energy = -7.6 eV
LUMO level = 0.26 eV
energy = -84416.9446 eV

3.
Entry from OMol25: a 2-piece molecular cluster, CH3NO2S overall (ωB97M-V/def2-TZVPD).

XYZ file:
```
8
Properties=species:S:1:pos:R:3:forces:R:3
C -0.368 0.254 0.377 -0.13 1.65 -0.80
N 0.968 -0.203 -0.094 -1.81 -0.12 2.21
O 1.000 -1.271 -0.652 0.53 -0.72 -1.42
O 1.910 0.381 0.358 1.07 0.99 -0.20
S -1.664 -0.842 0.160 0.87 -0.21 -0.79
H -0.345 1.061 1.109 0.19 -0.82 0.04
H -0.651 2.139 -0.487 0.24 -1.15 0.13
H -0.850 -1.520 -0.771 -0.96 0.37 0.83
```
Forces are in eV/Å.

Properties
largest force on an atom = 2.859 eV/Å
orbital gap (spin up / spin down) = 8.4 / 7.8 eV
HOMO energy (spin up / spin down) = -10.0 / -8.9 eV
LUMO level (spin up / spin down) = -1.55 / -1.08 eV
energy = -17498.8396 eV

4.
Entry from OMol25: a 13-piece molecular cluster, C16H58N14O13 overall (ωB97M-V/def2-TZVPD).

XYZ file:
```
101
Properties=species:S:1:pos:R:3:forces:R:3
C -6.561 18.262 0.301 1.50 0.64 -0.93
C -7.516 18.369 1.415 0.05 -2.35 2.39
O -6.865 17.720 2.622 0.82 2.33 -2.65
H -5.643 18.804 0.607 -0.26 -0.41 -0.35
H -6.941 18.768 -0.589 -0.05 0.06 -0.10
H -6.274 17.241 -0.032 -0.40 0.51 0.65
H -8.425 17.812 1.208 -0.18 -0.18 0.05
H -7.816 19.367 1.689 0.25 0.61 -0.03
H -7.522 17.243 3.063 -1.76 -1.33 0.95
C -9.999 16.221 -0.508 -1.82 0.95 -0.86
C -8.712 15.502 -0.776 0.11 0.82 0.10
O -8.884 14.236 -1.383 0.56 0.26 0.13
H -10.591 16.245 -1.443 0.27 -0.30 0.11
H -9.917 17.315 -0.327 0.55 -0.79 0.33
H -10.730 15.842 0.217 0.63 -0.21 0.23
H -8.050 15.407 0.053 0.27 0.00 1.23
H -8.178 16.119 -1.461 0.58 0.68 -0.56
H -8.123 14.217 -1.992 -0.33 -0.82 -0.36
C -12.228 16.830 2.777 1.10 -0.91 -1.15
C -13.595 16.402 2.269 0.91 1.64 -0.26
O -14.354 16.265 3.433 -0.78 -0.30 0.01
H -12.359 17.684 3.432 0.17 -0.11 0.38
H -11.559 17.129 1.958 -0.22 0.15 0.03
H -11.637 15.965 3.225 -1.09 1.21 -0.07
H -13.576 15.506 1.707 0.37 -1.42 -0.39
H -14.084 17.095 1.526 0.57 0.13 0.85
H -15.094 15.783 3.081 -1.07 -0.36 0.66
C -8.105 17.553 -3.925 4.64 -1.88 4.42
O -6.858 17.242 -3.327 -5.04 2.09 -3.50
N -8.355 18.722 -4.522 2.41 3.23 -2.17
N -9.168 16.887 -3.613 -0.70 -1.96 0.53
H -7.529 19.333 -4.810 -1.53 -1.46 0.63
H -9.175 18.847 -5.106 0.15 -0.46 -0.03
H -9.065 15.933 -3.221 -0.31 0.74 -0.69
H -10.132 17.298 -3.596 0.27 -0.04 -0.37
C -12.242 12.831 -0.631 -9.92 -1.14 -3.61
O -13.584 12.445 -1.112 7.15 1.71 2.66
N -11.948 12.954 0.611 0.09 -0.88 4.69
N -11.409 13.396 -1.441 -0.87 0.78 -5.00
H -12.646 12.695 1.297 -0.07 -0.27 -0.47
H -11.003 13.183 1.034 -2.73 0.10 -1.30
H -11.756 13.678 -2.419 0.69 -0.51 2.59
H -10.588 13.810 -1.121 1.15 1.16 0.14
C -10.801 19.181 -2.266 -5.74 -4.33 -3.51
O -11.444 18.307 -3.170 3.24 3.75 3.26
N -11.452 19.434 -1.150 -1.37 1.28 4.52
N -9.701 19.816 -2.446 2.47 -0.69 -2.14
H -12.440 19.264 -0.926 0.90 -0.50 -1.09
H -11.020 19.892 -0.297 -0.33 -0.66 -1.94
H -9.112 19.400 -3.289 -0.42 1.58 2.11
H -9.403 20.300 -1.618 0.84 0.30 -0.36
C -5.672 14.100 -2.780 4.27 -7.72 2.51
O -5.337 12.778 -2.981 -0.87 5.70 0.91
N -6.637 14.677 -3.331 -4.89 1.93 -4.60
N -5.176 14.831 -1.762 2.11 -0.21 1.37
H -6.784 15.745 -3.363 0.61 -0.83 0.31
H -7.013 14.204 -4.157 -0.05 0.03 0.54
H -4.333 14.477 -1.215 -1.96 1.09 -1.17
H -5.653 15.735 -1.657 1.14 -0.47 0.44
C -9.433 14.200 2.516 2.75 7.90 0.51
O -9.137 15.594 2.488 -1.74 -7.09 -0.18
N -9.630 13.467 1.458 0.80 -1.61 -1.91
N -9.380 13.549 3.628 -1.12 -2.57 3.73
H -9.531 14.008 0.630 0.45 -0.24 -0.99
H -9.727 12.413 1.394 1.02 1.82 0.29
H -9.279 14.149 4.467 -0.24 -1.08 -0.71
H -9.794 12.539 3.662 1.23 2.81 0.39
C -10.723 13.811 -4.735 8.67 4.71 1.10
O -9.530 14.267 -4.216 -4.93 -2.05 -1.73
N -11.116 14.269 -5.887 1.21 3.78 -3.30
N -11.456 12.930 -4.272 -3.40 -5.39 4.14
H -10.666 15.148 -6.222 -0.55 -1.40 0.51
H -12.020 14.103 -6.232 -1.08 -0.26 -0.38
H -11.285 12.367 -3.428 0.43 -0.06 -0.70
H -12.320 12.690 -4.711 -0.32 -0.14 -0.22
C -9.681 10.301 -1.844 -8.73 3.78 -1.54
O -10.927 10.171 -2.495 6.36 0.25 2.43
N -9.433 11.416 -1.178 -1.79 2.84 0.67
N -8.809 9.406 -1.671 2.29 -6.39 -2.14
H -10.068 12.261 -1.295 1.41 -2.24 -0.24
H -8.514 11.539 -0.821 0.84 0.36 -0.01
H -9.102 8.657 -2.351 1.27 0.27 1.37
H -7.890 9.408 -1.193 -1.23 0.47 -0.60
C -6.293 12.488 0.286 0.56 -0.92 1.25
O -6.604 11.562 -0.782 -1.09 0.20 3.00
H -6.368 13.569 0.002 0.04 -1.07 0.11
H -5.248 12.263 0.758 -1.66 0.50 -1.00
H -7.030 12.247 1.095 0.58 0.45 -0.58
H -6.035 11.795 -1.471 1.71 0.73 -2.74
C -13.382 16.271 -1.136 1.97 -0.97 2.31
O -13.349 15.933 -2.468 0.05 0.05 -0.76
H -12.681 17.049 -0.867 0.47 0.66 -0.33
H -13.001 15.470 -0.445 -0.77 0.07 -1.01
H -14.302 16.617 -0.774 -1.85 0.18 0.34
H -13.254 16.797 -2.880 0.26 -0.08 -0.72
C -8.018 11.770 -4.081 2.43 -1.47 -1.92
O -7.405 10.455 -4.317 -0.41 0.61 0.35
H -7.447 12.312 -4.815 0.58 1.07 0.31
H -7.992 12.197 -3.103 0.10 -0.13 0.46
H -8.926 11.779 -4.574 -2.51 -0.32 -0.06
H -7.335 9.945 -3.517 -0.13 0.00 0.46
```
Forces are in eV/Å.

Properties
largest force on an atom = 10.616 eV/Å
orbital gap = 8.2 eV
HOMO energy = -8.3 eV
LUMO level = -0.11 eV
energy = -65006.1919 eV

5.
Entry from OMol25: C30H48BrN3O4SSeSiW as an isolated structure (ωB97M-V/def2-TZVPD).

XYZ file:
```
90
Properties=species:S:1:pos:R:3:forces:R:3
W 0.005 0.025 0.559 2.60 1.83 0.08
N 2.330 0.443 0.400 -0.08 -0.48 0.25
C 2.931 1.447 1.264 0.09 0.28 -0.06
C 2.122 1.497 2.530 -0.04 0.17 -0.05
O 2.629 1.800 3.610 -0.03 0.04 -0.02
N 0.833 1.229 2.299 -0.25 -0.30 0.24
C 0.019 1.132 3.500 -0.12 0.05 0.03
C -1.114 0.211 3.116 0.44 0.22 0.07
O -1.651 -0.652 3.752 -0.13 0.29 0.13
O -1.406 0.499 1.838 -0.71 -1.37 -0.50
H 2.503 -0.486 0.777 0.31 0.02 -0.07
H 2.659 0.460 -0.557 -0.06 0.21 -0.05
H 2.848 2.418 0.774 0.03 0.00 -0.01
H 3.977 1.252 1.499 -0.01 -0.13 -0.04
H -0.412 2.104 3.769 0.01 -0.02 0.04
H 0.574 0.762 4.361 0.07 -0.06 -0.08
O 0.822 -1.222 1.444 -0.48 -0.27 0.02
N -0.890 -2.029 -0.173 -0.78 -0.07 0.86
C -0.622 -3.227 0.376 0.07 -0.03 -0.23
C -1.579 -3.970 1.017 0.09 -0.09 -0.06
C -2.850 -3.411 1.197 -0.04 -0.01 0.05
C -3.125 -2.170 0.690 -0.11 0.03 -0.17
C -2.121 -1.515 -0.040 -0.21 0.11 -0.65
S -2.215 0.055 -0.787 -0.14 -0.05 0.29
H 0.398 -3.571 0.268 0.03 0.03 0.11
H -1.335 -4.944 1.416 0.00 0.00 -0.02
H -3.603 -3.949 1.759 0.01 0.01 0.01
H -4.072 -1.675 0.847 0.00 -0.01 -0.01
C -0.905 4.279 -6.032 -0.01 -0.03 -0.02
C -0.646 3.880 -4.604 0.02 0.04 0.06
C 0.634 3.591 -4.157 0.00 0.00 -0.07
C 0.888 3.217 -2.841 0.13 -0.10 -0.03
C 2.315 3.002 -2.415 0.01 0.02 -0.05
C -0.175 3.088 -1.942 -0.24 0.12 0.25
Se 0.184 2.684 -0.082 -0.25 -0.13 -0.11
C -1.473 3.433 -2.361 0.02 -0.03 -0.06
C -2.656 3.451 -1.432 -0.07 0.01 -0.02
C -1.682 3.814 -3.683 0.04 -0.06 -0.01
H 0.021 4.306 -6.606 0.00 0.00 0.00
H -1.368 5.266 -6.090 0.00 0.00 0.00
H -1.581 3.572 -6.520 0.00 0.00 0.00
H 1.468 3.667 -4.849 -0.01 0.00 0.01
H 2.985 3.067 -3.275 -0.01 0.01 0.00
H 2.437 2.025 -1.952 0.00 0.04 -0.03
H 2.615 3.753 -1.681 0.00 0.00 0.02
H -2.366 3.742 -0.425 0.00 0.00 0.02
H -3.128 2.471 -1.355 0.04 -0.03 0.02
H -3.410 4.148 -1.806 0.02 0.00 0.01
H -2.690 4.068 -3.997 0.00 0.01 -0.01
C -4.299 -1.512 -4.099 0.00 0.00 0.02
C -3.443 -2.782 -4.003 -0.01 -0.03 -0.03
C -3.819 -3.433 -2.665 -0.01 0.00 0.00
C -3.855 -3.732 -5.138 0.00 0.01 0.00
Si -1.548 -2.343 -4.028 -0.01 0.06 -0.02
Br 0.905 -0.288 -1.934 -0.23 -0.32 -0.14
C -1.140 -0.974 -5.342 0.01 -0.03 -0.01
C -1.575 0.400 -4.806 0.00 0.02 0.00
C -1.823 -1.228 -6.695 0.00 0.00 0.01
C 0.369 -0.871 -5.606 -0.01 0.00 0.00
C -0.438 -3.927 -4.226 -0.02 0.01 0.00
C -0.939 -5.054 -3.313 -0.01 0.00 -0.01
C 0.996 -3.612 -3.771 0.00 -0.01 0.02
C -0.393 -4.461 -5.664 0.02 0.00 0.00
H -5.353 -1.783 -3.961 0.00 0.00 0.00
H -4.215 -1.014 -5.064 0.01 0.01 -0.01
H -4.036 -0.795 -3.317 0.00 0.00 0.00
H -4.886 -3.692 -2.676 0.00 0.00 0.00
H -3.658 -2.741 -1.839 0.02 0.00 0.01
H -3.262 -4.343 -2.451 -0.01 0.01 0.00
H -4.945 -3.865 -5.127 0.00 -0.01 0.01
H -3.408 -4.721 -5.023 0.01 0.00 -0.01
H -3.579 -3.351 -6.123 -0.01 0.00 -0.01
H -2.639 0.456 -4.583 -0.01 0.00 0.00
H -1.355 1.167 -5.560 0.01 -0.01 0.00
H -1.031 0.665 -3.897 -0.02 0.00 -0.01
H -2.910 -1.170 -6.633 -0.01 -0.01 0.00
H -1.561 -2.202 -7.115 0.01 0.00 0.00
H -1.498 -0.463 -7.411 -0.01 0.01 0.01
H 0.933 -0.717 -4.685 0.00 0.00 -0.01
H 0.552 -0.004 -6.252 0.00 0.00 0.00
H 0.765 -1.749 -6.119 0.01 0.00 0.00
H -1.028 -4.724 -2.275 0.00 -0.01 0.00
H -0.222 -5.883 -3.339 0.00 0.00 -0.01
H -1.905 -5.450 -3.630 0.00 0.00 0.01
H 1.015 -3.199 -2.761 0.00 -0.01 0.00
H 1.497 -2.898 -4.422 0.00 0.01 0.01
H 1.586 -4.538 -3.778 0.00 0.00 -0.01
H -1.381 -4.743 -6.032 0.00 0.00 0.00
H 0.243 -5.356 -5.704 0.00 0.00 0.00
H 0.028 -3.733 -6.358 0.00 0.00 -0.01
```
Forces are in eV/Å.

Properties
largest force on an atom = 3.183 eV/Å
charge = -1
orbital gap (spin up / spin down) = 6.3 / 7.2 eV
HOMO energy (spin up / spin down) = -4.1 / -5.0 eV
LUMO level (spin up / spin down) = 2.21 / 2.19 eV
spin multiplicity = 2
energy = -200481.8279 eV

Energy above the lowest of the compared OMol25 structures with the same formula, charge and spin values (in eV) by entry order: 5.381 0.000 6.630 14.068 1.900.